A molecular structure, C22H52CuN3O6, computed with ωB97M-V/def2-TZVPD.

Element x y z (Å)
Cu  -0.0337  -1.4320  0.1050
O  -1.4114  -2.9882  -0.8367
O  1.0523  0.7071  -0.1609
O  -3.1769  1.6455  -2.0643
O  -0.4561  -0.7137  2.1365
O  0.6640  -1.4944  -1.9985
O  0.0294  -3.7303  1.7695
N  1.5132  1.9482  -0.3597
N  -2.0202  -0.2426  -0.0251
N  1.9804  -2.5760  0.1886
C  3.6681  1.3894  0.7759
C  -0.0654  -1.2846  -3.1785
C  -3.1930  -0.4336  -0.9203
C  -1.7594  -0.3478  2.5182
C  2.4136  2.3389  0.7554
C  -0.7170  -4.3637  2.8147
C  3.0719  3.6867  0.4000
C  1.0959  -4.5755  1.3368
C  -2.6290  0.0254  1.3186
C  2.1192  4.8154  0.0167
C  1.9657  -1.9631  -2.1800
C  -2.4375  -3.5416  -0.0091
C  -3.7801  2.9399  -1.9692
C  0.6074  2.9151  -0.9779
C  1.6992  -4.0111  0.0454
C  1.7469  2.3471  2.1217
C  0.4004  -0.8416  3.2433
C  1.2547  4.3191  -1.1254
C  2.8449  -2.0495  -0.8735
C  0.3066  2.5173  -2.4564
C  -4.0691  0.7244  -1.4020
C  -0.7410  3.2292  -0.2812
H  0.6034  0.1379  3.6816
H  -1.3960  2.3570  -0.2272
H  0.4494  5.0433  -1.2456
H  -1.6740  0.6560  -0.3462
H  1.8410  1.3881  2.6241
H  2.6223  -2.6271  0.9783
H  0.5553  -1.0188  -4.0362
H  1.1998  2.0881  -2.9165
H  3.7095  3.9173  1.2537
H  -0.3182  1.6180  -2.4887
H  -2.7618  -2.9325  0.8331
H  -3.2178  3.6879  -2.5279
H  -2.8105  -0.8758  -1.8469
H  2.6165  -4.5521  -0.2024
H  1.9981  -2.9519  -2.6602
H  0.7187  2.7095  2.1218
H  -3.7755  3.3855  -0.9684
H  -4.8249  2.8675  -2.2746
H  -3.6995  -0.1744  1.3720
H  -4.8644  0.4683  -2.1043
H  2.2121  3.1048  2.7574
H  4.5361  1.8563  1.2467
H  3.9748  1.1389  -0.2391
H  3.6059  0.4890  1.3909
H  1.9019  -4.5224  2.0770
H  0.0267  -1.6214  3.9099
H  -0.6974  -2.1087  -3.5287
H  0.9356  -4.2367  -0.7005
H  -0.1986  3.2066  -3.1290
H  -1.1980  -5.2769  2.4603
H  -0.6236  3.4531  0.7805
H  -2.7449  1.1171  1.3344
H  1.4580  5.0752  0.8460
H  0.8284  -5.6199  1.1676
H  -0.0209  -4.7332  3.5759
H  -0.9106  -3.6232  -1.3512
H  -4.6088  1.0972  -0.5241
H  3.7457  -2.6055  -1.1542
H  -0.8253  -0.5201  -3.0104
H  -1.2876  4.0105  -0.8012
H  3.2744  -1.0822  -0.6126
H  -2.1002  -4.5008  0.3790
H  -3.8339  -1.2681  -0.6283
H  -1.3032  -3.5731  3.2754
H  1.8100  4.3790  -2.0642
H  1.4018  -1.1500  2.9370
H  -1.7786  0.5031  3.2037
H  -3.3172  -3.6429  -0.6479
H  3.7349  3.5234  -0.4530
H  2.4902  -1.4519  -2.9966
H  2.7329  5.6526  -0.3120
H  -2.1358  -1.2207  3.0639

- E_HOMO (spin up / spin down) (eV) = -9.6 / -9.6
- charge = +1
- spin multiplicity = 2

Löwdin population analysis, charges in e, atoms 1 to 8: Cu 0.30; O -0.14; O -0.02; O -0.19; O -0.24; O -0.22; O -0.23; N -0.05

=====

5 unconnected molecules or ions with the total composition C22H52IN7O4PS, computed with ωB97M-V/def2-TZVPD.

Element x y z (Å)
I  7.8956  -9.1444  4.3510
S  2.3191  -7.8010  3.4928
P  2.8640  -6.2429  4.5888
O  -2.7535  2.3527  -0.0703
O  -6.5114  4.0592  -3.4697
O  -4.2106  -2.0830  -6.5254
O  3.6077  1.1396  2.4041
N  -7.6613  4.3939  -0.8420
N  -0.5129  2.9933  1.6350
N  6.9278  -7.2687  4.3576
N  5.5850  -7.3704  4.4498
N  4.4845  0.2190  4.9968
N  -4.7526  0.0751  -4.6848
N  4.7324  -3.4080  4.4880
C  4.8964  0.5396  2.5594
C  4.7876  -6.1187  4.4900
C  5.4750  0.6266  3.9902
C  -8.5221  4.0371  -1.9789
C  -2.8728  3.2102  -1.1936
C  -0.2946  2.2491  0.3864
C  -3.3901  -1.8970  -5.3690
C  7.2028  -4.6030  4.3108
C  6.0074  2.0109  4.3529
C  -3.3876  -0.4555  -4.8108
C  -2.5523  0.5201  -5.6366
C  0.2889  3.1972  -0.6586
C  7.8886  -6.1289  4.2582
C  -6.3229  2.7021  -3.8360
C  10.5486  -5.6887  4.9725
C  -8.8676  2.5525  -1.8905
C  -1.5828  1.5315  -0.0773
C  -7.8805  4.4458  -3.3245
C  5.5651  -4.6878  4.4468
C  -3.6153  -1.6549  -7.7395
C  3.6327  2.5509  2.2667
C  9.5225  -6.3306  4.1073
H  9.8840  -7.0020  3.1917
H  -6.2621  2.0786  -2.9428
H  4.5110  2.8984  1.7157
H  -1.5903  0.0768  -5.9151
H  -7.8841  5.5425  -3.3799
H  -9.4630  4.5929  -1.8832
H  -5.2776  -0.5235  -4.0451
H  -2.3442  1.4269  -5.0565
H  -7.9934  1.9240  -1.7008
H  -3.0568  0.8415  -6.5517
H  -2.9415  -0.4935  -3.8093
H  2.3534  -5.0803  3.8541
H  6.3223  -0.0681  4.0430
H  5.5995  0.9355  1.8143
H  0.4600  1.4758  0.5765
H  -0.8013  2.3352  2.3610
H  -5.2184  -0.0659  -5.5850
H  -6.7290  4.0194  -1.0366
H  11.6769  -5.7609  4.5894
H  -2.5352  -1.8245  -7.7541
H  4.2102  -0.7474  4.8121
H  10.3113  -5.1738  5.9990
H  7.8344  -3.6150  4.2728
H  -1.7891  0.7187  0.6315
H  1.3272  3.4452  -0.4084
H  6.6562  1.9491  5.2346
H  -0.2536  4.1442  -0.7221
H  -3.9339  3.4279  -1.3420
H  -1.3398  3.5806  1.4989
H  3.5831  3.0232  3.2489
H  3.6296  0.7516  4.8161
H  -7.1080  2.3406  -4.5058
H  4.0026  -3.4395  5.2335
H  -8.4742  4.0938  -4.1789
H  -9.5684  2.3743  -1.0663
H  2.3540  -6.3222  5.9351
H  -4.0651  -2.2254  -8.5566
H  0.2883  2.7364  -1.6521
H  4.7580  -0.5223  2.3163
H  -7.5202  5.4054  -0.8444
H  -9.3449  2.2039  -2.8126
H  -2.4833  2.7532  -2.1074
H  6.6005  2.4315  3.5338
H  5.2125  2.7206  4.5971
H  -3.8132  -2.5555  -4.5989
H  -3.8419  -0.6025  -7.9164
H  -5.3634  2.6214  -4.3539
H  -1.4499  1.0562  -1.0585
H  -2.3724  4.1590  -0.9945
H  2.7380  2.8533  1.7158
H  -2.3704  -2.2597  -5.5561
H  4.3349  -3.1786  3.5462

- energy above the lowest of the compared OMol25 structures with the same formula, charge and spin (kcal/mol) = 142.1
- E_HOMO (eV) = -9.9
- charge = +1
- spin multiplicity = 1

Löwdin population analysis, charges in e, atoms 1 to 8: I 1.00; S 0.10; P 0.35; O -0.19; O -0.20; O -0.19; O -0.20; N 0.03

=====

2 unconnected molecules or ions with the total composition C22H52N5O3P, computed with ωB97M-V/def2-TZVPD.

Element x y z (Å)
P  -0.0770  -6.3161  1.3715
O  0.6515  -1.7240  1.4227
O  -0.8537  -0.1920  2.1149
O  0.1706  -6.0907  -0.0752
N  1.4269  -6.7797  2.0439
N  1.3232  -0.0308  2.8218
N  1.4699  -1.5130  -0.8426
N  -0.7208  -5.5755  2.7782
N  -1.2179  -7.5725  1.3637
C  1.9267  3.2240  0.8238
C  1.0535  4.4360  1.2174
C  -1.5408  -4.3984  2.4535
C  -1.1548  -8.7264  2.2316
C  2.7806  -1.6972  -0.2483
C  1.2198  1.8844  1.1374
C  -1.8589  -7.8857  0.0922
C  1.9379  -8.1212  1.8130
C  1.2261  5.6002  -1.0600
C  -0.4810  6.1341  -4.3790
C  -4.0479  7.3151  -3.7718
C  -0.5220  5.7135  -2.9120
C  0.2885  5.0437  0.0376
C  2.4454  -5.7668  1.7988
C  0.8243  5.1038  -2.4473
C  -3.0678  6.3802  -4.5003
C  0.2765  -0.5928  2.1033
C  0.3289  -1.7217  0.0240
C  -1.6902  6.9743  -4.8448
C  0.0767  -5.3244  3.9764
C  1.6380  1.3865  2.5164
C  -3.4317  8.1124  -2.6150
H  1.2099  6.6912  -1.0428
H  1.6083  5.3113  -3.1783
H  -2.8039  -8.3973  0.2890
H  -0.5306  -9.5238  1.8110
H  3.5326  -1.6411  -1.0340
H  0.8741  -4.5861  3.8378
H  0.3735  4.1373  2.0182
H  -0.0651  -2.7185  -0.1841
H  -0.9329  -3.5438  2.1418
H  2.8618  -2.6883  0.1967
H  -1.6028  7.0208  -5.9316
H  2.2436  5.2797  -0.8266
H  2.8290  3.2767  1.4368
H  -1.2928  4.9622  -2.7544
H  0.4250  6.7063  -4.5835
H  0.5124  -6.2450  4.3508
H  -4.2033  8.5075  -1.9569
H  -1.2403  -8.5285  -0.5467
H  2.7663  -5.7412  0.7506
H  1.2565  2.0370  3.3041
H  1.4381  1.1509  0.3597
H  -0.2837  5.8853  0.4319
H  -4.5067  8.0245  -4.4617
H  -2.1439  -4.0939  3.3088
H  -2.0810  -6.9804  -0.4639
H  3.3144  -5.9531  2.4334
H  -4.8286  6.6857  -3.3399
H  -1.5612  7.9871  -4.4615
H  1.3017  -8.8684  2.2780
H  1.4001  -0.6100  -1.2903
H  -2.9890  5.4582  -3.9245
H  -2.7097  7.5246  -2.0483
H  2.1449  -0.5800  2.6046
H  2.9117  -8.2146  2.2981
H  -0.7766  -8.4611  3.2204
H  0.1531  2.1098  1.1737
H  -2.8783  8.9637  -3.0157
H  2.0629  -4.7734  2.0532
H  3.0403  -0.9648  0.5264
H  -0.4832  5.2312  -4.9986
H  2.7250  1.4632  2.5778
H  -0.4671  -1.0139  -0.2005
H  -0.6021  -4.9448  4.7427
H  -0.7168  6.5994  -2.3024
H  2.0540  -8.3639  0.7483
H  -2.2324  -4.6336  1.6400
H  -3.5470  6.1051  -5.4426
H  -2.1572  -9.1374  2.3817
H  2.1874  3.2834  -0.2309
H  1.7053  5.2164  1.6195
H  -0.3944  4.2909  -0.3632
H  0.6981  4.0184  -2.3975

- E_HOMO (eV) = -8.3
- charge = 0
- SMILES string = CCCCCCCCCCCCCNC(=O)OCNC.CN(C)P(=O)(N(C)C)N(C)C
- spin multiplicity = 1

Löwdin population analysis, charges in e, atoms 1 to 8: P 0.61; O -0.04; O 0.13; O -0.29; N -0.32; N 0.09; N -0.08; N -0.29

=====

Question: spin multiplicity of number 2 (C22H52IN7O4PS)?
Answer: 1